Here is a gas-phase ion, C9H12N3S2 (charge +1) at a distorted geometry from OMol25. Energies are from the ωB97M-V functional and the def2-TZVPD basis.

Properties
Maximum force (eV Å⁻¹): 4.30
Multiplicity: 1
Calculated total energy (Eh): -1310.3890
Charge: +1
Energy relative to the best compared isomer or geometry (same formula, charge and spin) (kJ/mol): 403.7

Last column: natural (NBO) charge in e.
Positions of all 26 atoms, in Å:
C 2.8714 -1.6681 0.8418  -0.2077
C 2.7398 -1.1200 -0.4286  -0.1741
C 1.7171 -1.9461 1.5015  -0.1806
C 1.4874 -1.0970 -0.9698  -0.2350
C 0.4173 -1.8753 1.0161  -0.2364
C 0.3510 -1.5654 -0.3041  -0.0741
C -1.2632 2.3997 -0.8413  0.3102
C -0.5664 1.9080 1.6518  -0.4129
C -0.9761 -1.5854 -0.9147  -0.5808
N -2.1754 1.5412 -0.6649  -0.3427
N -1.3465 3.3008 -1.8203  -0.7560
N -2.2533 0.5962 0.3664  -0.4985
S 0.2022 2.2872 0.2119  0.4725
S -2.3426 -1.0378 0.1192  0.5475
H 3.7703 -1.9380 1.2068  0.2208
H 3.6529 -0.8019 -1.0149  0.2319
H 1.9139 -2.4045 2.4758  0.2152
H 1.4244 -1.0769 -2.0896  0.2206
H -0.2879 -2.3023 1.6828  0.2344
H -1.5028 2.3364 2.0107  0.2334
H 0.1198 1.6254 2.3544  0.2259
H -0.9355 -1.0187 -1.8915  0.2513
H -1.2354 -2.6466 -1.1192  0.2751
H -2.0653 3.2585 -2.5098  0.4364
H -0.6869 4.0451 -1.7787  0.4184
H -3.0302 0.7855 0.9086  0.4052

Cartesian forces, eV/Å:
-2.409 1.523 -2.222
1.860 0.122 -0.317
0.391 -1.357 2.488
-0.787 -0.856 -2.544
2.842 -0.551 0.799
-0.109 1.380 0.545
-0.109 -0.575 0.751
-1.796 0.955 -2.063
-0.431 0.414 -2.254
-1.648 -1.533 -0.417
1.101 -0.164 0.779
3.658 1.974 -1.110
-0.423 0.493 0.004
-0.730 -2.010 -0.790
2.893 -0.481 1.436
-1.291 -0.524 0.604
-0.572 0.209 -0.027
-0.125 0.802 1.046
-1.212 0.081 -0.013
0.359 0.053 -0.362
1.478 -1.309 1.900
-0.494 -0.706 0.887
-0.371 0.643 -0.059
-0.397 0.004 -0.240
0.193 0.524 -0.450
-1.871 0.890 1.630


Here is C9H12N4O in the gas phase at a distorted geometry from OMol25. Energies are from the ωB97M-V functional and the def2-TZVPD basis.

Properties
SMILES: OC(Cn1ccnc1)Cn1ccnc1
Maximum force (eV Å⁻¹): 7.35
Multiplicity: 1
Calculated total energy (Eh): -644.1568
Charge: 0
Energy relative to the best compared isomer or geometry (same formula, charge and spin) (kJ/mol): 668.0

Last column: natural (NBO) charge in e.
Positions of all 26 atoms, in Å:
C 1.6051 0.3444 1.1075  0.0827
C 1.8760 -0.9511 0.0916  -0.2229
C 0.4203 -0.0755 -1.7149  -0.0448
C -0.9014 -0.4041 -2.1322  -0.1237
C 0.0468 -2.3940 -1.0795  0.1157
C 0.1887 0.4413 1.7992  -0.2427
C -2.1510 -0.0458 0.8497  -0.1233
C -2.6747 0.7063 -0.2217  -0.0784
C -0.9621 1.7926 0.1684  0.1785
H 2.9818 1.6611 0.5309  0.4871
H 2.3795 0.1039 2.0186  0.1819
H 1.9809 -1.9484 0.7079  0.2206
H 2.8614 -0.7676 -0.5103  0.1951
H 0.8700 0.7798 -2.0118  0.2266
H -1.6423 -0.1477 -3.0419  0.2575
H 0.5591 -3.4638 -0.6984  0.2526
H -0.3622 -0.3684 2.4680  0.2521
H 0.3135 1.4938 2.5463  0.2112
H -2.5032 -0.9138 1.3050  0.2351
H -3.7904 0.4722 -0.2749  0.2000
H 0.0318 2.3122 -0.0865  0.2302
N 0.8164 -1.0127 -0.8479  -0.4300
N -0.9551 -1.9112 -1.8430  -0.4621
N -0.9332 0.7020 0.9532  -0.3992
N -2.0526 1.9736 -0.5648  -0.4582
O 1.9969 1.6209 0.4812  -0.7416

Cartesian forces, eV/Å:
2.567 -2.356 1.624
1.435 1.512 0.872
-5.549 -2.239 0.107
1.640 -4.846 -1.653
-0.207 5.662 -1.362
-0.518 2.222 2.961
2.641 5.323 -4.323
-4.196 0.162 2.106
1.404 1.384 -2.013
-1.190 -0.092 -0.072
-1.842 0.796 -1.962
-0.377 2.062 -1.231
-1.262 -0.200 1.512
1.804 2.541 -0.020
2.200 -0.149 2.597
-2.037 3.350 -1.120
2.746 1.000 -0.960
-0.229 -3.173 -1.891
0.047 -1.105 0.846
1.424 0.834 -1.262
-1.899 -0.443 1.106
0.808 -5.156 0.081
0.534 -0.645 0.895
-0.118 -0.745 0.582
-0.100 -4.073 1.729
0.275 -1.626 0.853